No. 1
Below is 11 unconnected molecules or ions with the total composition C30H58O31S4 in a non-equilibrium geometry, with properties calculated with ωB97M-V/def2-TZVPD.

As for the structure (SMILES): CCOS(C)(=O)=O.CCOS(C)(=O)=O.CCOS(C)(=O)=O.CCOS(C)(=O)=O.O=C1OCCO1.O=C1OCCO1.O=C1OCCO1.O=C1OCCO1.O=C1OCCO1.O=C1OCCO1.O. The HOMO-LUMO gap is 10.160 eV. The calculation puts the energy relative to the best compared isomer or geometry (same formula, charge and spin) at 169.4 kcal/mol. The calculation puts the LUMO energy at -0.099 eV. Its HOMO energy is -10.26 eV.

Each atom is followed by the atoms it is bonded to, with distances in Å.
Geometry (Å):
1 O -9.5596 -0.7856 -2.0572  S2 1.469
2 S -8.2460 -0.1908 -1.7790  O1 1.469, O3 1.480, O4 1.682, C7 1.917
3 O -7.7295 -0.1550 -0.3924  S2 1.480
4 O -7.1776 -1.0720 -2.7328  S2 1.682, C5 1.439
5 C -7.7704 -1.7253 -3.8700  O4 1.439, C6 1.580, H8 1.090, H9 1.090
6 C -6.7175 -2.3110 -4.8914  C5 1.580, H10 1.090, H11 1.090, H12 1.090
7 C -7.9340 1.4642 -2.6951  S2 1.917, H13 1.090, H14 1.090, H15 1.090
8 H -8.2788 -1.0098 -4.5163  C5 1.090
9 H -8.3355 -2.6220 -3.6158  C5 1.090
10 H -6.1701 -1.4883 -5.3516  C6 1.090
11 H -7.3695 -2.9626 -5.4731  C6 1.090
12 H -6.0736 -2.8446 -4.1923  C6 1.090
13 H -7.7338 1.2343 -3.7416  C7 1.090
14 H -7.0282 1.8082 -2.1960  C7 1.090
15 H -8.8261 2.0731 -2.5488  C7 1.090
16 O 6.8390 -6.0719 5.0703  S17 1.512
17 S 6.0459 -6.9088 4.0919  O16 1.512, O18 1.434, O19 1.626, C22 1.874
18 O 6.3255 -7.1633 2.7083  S17 1.434
19 O 5.8795 -8.3884 4.7458  S17 1.626, C20 1.434
20 C 5.4646 -8.5803 6.1049  O19 1.434, C21 1.600, H23 1.090, H24 1.090
21 C 6.0430 -10.0318 6.4488  C20 1.600, H25 1.090, H26 1.090, H27 1.090
22 C 4.2777 -6.2972 4.1911  S17 1.874, H28 1.090, H29 1.090, H30 1.090
23 H 4.3926 -8.7197 6.2441  C20 1.090
24 H 5.7483 -7.7144 6.7032  C20 1.090
25 H 6.4753 -10.0719 7.4486  C21 1.090
26 H 6.8815 -10.2258 5.7800  C21 1.090
27 H 5.2218 -10.7424 6.5430  C21 1.090
28 H 4.0595 -5.9880 5.2133  C22 1.090
29 H 3.6030 -7.1422 4.0541  C22 1.090
30 H 4.2037 -5.5114 3.4394  C22 1.090
31 O -1.6216 0.7627 1.6379  S32 1.471
32 S -0.2242 0.5780 1.2161  O31 1.471, O33 1.481, O34 1.708, C37 1.814
33 O 0.6472 -0.5516 1.6141  S32 1.481
34 O -0.0387 0.8770 -0.4551  S32 1.708, C35 1.420
35 C -1.0453 0.8520 -1.4559  O34 1.420, C36 1.527, H38 1.090, H39 1.090
36 C -2.0985 1.9493 -1.3219  C35 1.527, H40 1.090, H41 1.090, H42 1.090
37 C 0.6402 2.0958 1.7054  S32 1.814, H43 1.090, H44 1.090, H45 1.090
38 H -1.6012 -0.0775 -1.5787  C35 1.090
39 H -0.5577 0.9053 -2.4293  C35 1.090
40 H -1.6600 2.9183 -1.5604  C36 1.090
41 H -2.5300 2.0335 -0.3245  C36 1.090
42 H -3.0193 1.7902 -1.8832  C36 1.090
43 H 1.6126 2.0086 1.2206  C37 1.090
44 H 0.7055 2.3071 2.7727  C37 1.090
45 H 0.0064 2.8499 1.2389  C37 1.090
46 O 2.8880 5.7690 -5.6882  S47 1.447
47 S 1.4734 5.8602 -5.3969  O46 1.447, O48 1.477, O49 1.664, C52 1.737
48 O 0.6907 7.1062 -5.5225  S47 1.477
49 O 0.6990 4.5415 -6.0524  S47 1.664, C50 1.475
50 C -0.6225 4.6519 -6.6969  O49 1.475, C51 1.528, H53 1.090, H54 1.090
51 C -0.7484 5.5852 -7.9007  C50 1.528, H55 1.090, H56 1.090, H57 1.090
52 C 1.3293 5.3950 -3.7292  S47 1.737, H58 1.090, H59 1.090, H60 1.090
53 H -1.3207 4.9272 -5.9063  C50 1.090
54 H -0.9536 3.7046 -7.1225  C50 1.090
55 H -0.5651 6.6140 -7.5909  C51 1.090
56 H -1.6433 5.3950 -8.4933  C51 1.090
57 H 0.0691 5.2441 -8.5359  C51 1.090
58 H 1.9133 6.1714 -3.2350  C52 1.090
59 H 1.6652 4.3773 -3.5302  C52 1.090
60 H 0.2770 5.3599 -3.4470  C52 1.090
61 O -5.6868 5.0209 1.5094  H62 0.957, H63 0.957
62 H -5.6586 5.3133 2.4204  O61 0.957
63 H -5.3396 4.1292 1.5327  O61 0.957
64 C 5.5300 -0.4873 7.6073  C65 1.528, O69 1.463, H70 1.090, H71 1.090
65 C 4.3515 -0.0255 6.7521  C64 1.528, O66 1.442, H72 1.090, H73 1.090
66 O 3.8172 1.0170 7.5932  C65 1.442, C67 1.318
67 C 4.0762 0.7965 8.8663  O66 1.318, O68 1.231, O69 1.344
68 O 3.4639 1.3600 9.7735  C67 1.231
69 O 5.1773 0.0285 8.9303  C64 1.463, C67 1.344
70 H 6.4167 -0.0807 7.1209  C64 1.090
71 H 5.5702 -1.5683 7.7416  C64 1.090
72 H 3.5629 -0.7017 6.4221  C65 1.090
73 H 4.8260 0.4541 5.8960  C65 1.090
74 C 8.5242 -1.0922 2.5235  C75 1.561, O79 1.377, H80 1.090, H81 1.090
75 C 8.9250 0.3713 2.8901  C74 1.561, O76 1.417, H82 1.090, H83 1.090
76 O 7.9322 0.9792 2.0818  C75 1.417, C77 1.361
77 C 7.2829 0.1039 1.2671  O76 1.361, O78 1.228, O79 1.309
78 O 6.4641 0.5363 0.4604  C77 1.228
79 O 7.6223 -1.1420 1.4845  C74 1.377, C77 1.309
80 H 8.0699 -1.5244 3.4150  C74 1.090
81 H 9.4642 -1.6036 2.3161  C74 1.090
82 H 9.8052 0.7107 2.3441  C75 1.090
83 H 8.9352 0.6005 3.9557  C75 1.090
84 C -7.7685 4.5612 -9.5837  C85 1.527, O89 1.423, H90 1.090, H91 1.090
85 C -6.4643 4.2964 -10.3321  C84 1.527, O86 1.448, H92 1.090, H93 1.090
86 O -5.6972 3.4879 -9.4075  C85 1.448, C87 1.365
87 C -6.2296 3.5375 -8.1512  O86 1.365, O88 1.163, O89 1.444
88 O -5.7556 2.9714 -7.2520  C87 1.163
89 O -7.5324 4.1541 -8.2412  C84 1.423, C87 1.444
90 H -8.5858 4.0295 -10.0709  C84 1.090
91 H -7.9000 5.6325 -9.4319  C84 1.090
92 H -5.9533 5.2358 -10.5431  C85 1.090
93 H -6.6043 3.6769 -11.2179  C85 1.090
94 C -3.1225 -4.2707 1.4302  C95 1.518, O99 1.418, H100 1.090, H101 1.090
95 C -3.4475 -4.4938 -0.0359  C94 1.518, O96 1.391, H102 1.090, H103 1.090
96 O -2.3000 -4.9798 -0.6546  C95 1.391, C97 1.312
97 C -1.3292 -4.9808 0.2278  O96 1.312, O98 1.208, O99 1.309
98 O -0.1798 -5.2745 -0.0015  C97 1.208
99 O -1.7253 -4.5095 1.3831  C94 1.418, C97 1.309
100 H -3.5016 -5.1500 1.9510  C94 1.090
101 H -3.3041 -3.3219 1.9350  C94 1.090
102 H -3.8657 -3.5563 -0.4025  C95 1.090
103 H -4.2071 -5.2694 -0.1332  C95 1.090
104 C -2.5452 4.3546 7.9100  C105 1.562, O109 1.409, H110 1.090, H111 1.090
105 C -1.8843 2.9618 8.1593  C104 1.562, O106 1.408, H112 1.090, H113 1.090
106 O -0.5706 3.2428 7.7360  C105 1.408, C107 1.329
107 C -0.3583 4.5536 7.6896  O106 1.329, O108 1.209, O109 1.293
108 O 0.7389 5.0480 7.5700  C107 1.209
109 O -1.4346 5.2213 7.9488  C104 1.409, C107 1.293
110 H -3.0836 4.5307 8.8413  C104 1.090
111 H -3.1610 4.2312 7.0191  C104 1.090
112 H -2.2721 2.2239 7.4571  C105 1.090
113 H -2.0733 2.6860 9.1967  C105 1.090
114 C 4.1882 -2.8931 -3.4555  C115 1.482, O119 1.386, H120 1.090, H121 1.090
115 C 2.9039 -2.1563 -3.3953  C114 1.482, O116 1.440, H122 1.090, H123 1.090
116 O 3.1258 -0.8315 -3.9132  C115 1.440, C117 1.310
117 C 4.4180 -0.7709 -4.1188  O116 1.310, O118 1.230, O119 1.330
118 O 4.9727 0.2791 -4.4397  C117 1.230
119 O 4.9788 -1.9768 -4.1315  C114 1.386, C117 1.330
120 H 4.2489 -3.8089 -4.0436  C114 1.090
121 H 4.5201 -3.0635 -2.4314  C114 1.090
122 H 2.6490 -1.9638 -2.3532  C115 1.090
123 H 2.1028 -2.6967 -3.8997  C115 1.090


No. 2
Below is 6 unconnected molecules or ions with the total composition C30H59BN10 in a non-equilibrium geometry, with properties calculated with ωB97M-V/def2-TZVPD.

The total charge is +4. The HOMO-LUMO gap is 10.165 eV. The calculation puts the LUMO energy at -8.578 eV. Its HOMO energy is -18.74 eV.

Each atom is followed by the atoms it is bonded to, with distances in Å.
Geometry (Å):
1 B 0.4448 -0.0301 0.5065  H2 1.198, H3 1.206, H4 1.218, H5 1.199
2 H 0.5977 -1.2187 0.5162  B1 1.198
3 H 1.4251 0.5094 0.0563  B1 1.206
4 H -0.4160 0.2339 -0.3140  B1 1.218
5 H 0.1567 0.4329 1.5742  B1 1.199
6 C 4.9709 -4.3576 1.7691  C7 1.508, H14 1.089, H15 1.089, H16 1.090
7 C 4.2662 -3.0487 2.0208  C6 1.508, N8 1.481, H17 1.090, H18 1.093
8 N 4.5620 -2.0042 1.0140  C7 1.481, C9 1.370, C12 1.333
9 C 5.5793 -1.9918 0.0965  N8 1.370, C10 1.352, H19 1.076
10 C 5.4683 -0.8482 -0.6159  C9 1.352, N11 1.380, H20 1.076
11 N 4.4508 -0.1224 -0.0304  C10 1.380, C12 1.335, C13 1.456
12 C 3.8650 -0.8728 0.9059  N8 1.333, N11 1.335, H21 1.078
13 C 4.0392 1.1875 -0.5145  N11 1.456, H22 1.091, H23 1.087, H24 1.083
14 H 4.7538 -4.8097 0.8019  C6 1.089
15 H 4.6386 -5.0890 2.5050  C6 1.089
16 H 6.0421 -4.2223 1.9176  C6 1.090
17 H 4.4941 -2.6759 3.0192  C7 1.090
18 H 3.1769 -3.1394 1.9966  C7 1.093
19 H 6.3395 -2.7538 0.0778  C9 1.076
20 H 6.0031 -0.5136 -1.4873  C10 1.076
21 H 2.9474 -0.6297 1.4176  C12 1.078
22 H 3.2206 1.0818 -1.2280  C13 1.091
23 H 4.8701 1.6047 -1.0780  C13 1.087
24 H 3.7009 1.8325 0.2866  C13 1.083
25 C -2.3920 1.9577 2.5085  C26 1.507, H33 1.090, H34 1.095, H35 1.091
26 C -1.5024 2.9545 1.8117  C25 1.507, N27 1.464, H36 1.095, H37 1.086
27 N -0.3028 3.2699 2.5892  C26 1.464, C28 1.376, C31 1.337
28 C -0.3889 3.8106 3.8512  N27 1.376, C29 1.350, H38 1.076
29 C 0.8715 3.9424 4.3156  C28 1.350, N30 1.373, H39 1.077
30 N 1.7011 3.4182 3.3554  C29 1.373, C31 1.330, C32 1.464
31 C 0.9790 3.0045 2.3186  N27 1.337, N30 1.330, H40 1.077
32 C 3.1638 3.3720 3.3987  N30 1.464, H41 1.087, H42 1.087, H43 1.087
33 H -2.5515 2.1833 3.5632  C25 1.090
34 H -1.9890 0.9400 2.5469  C25 1.095
35 H -3.3603 1.8096 2.0280  C25 1.091
36 H -2.0134 3.9220 1.7582  C26 1.095
37 H -1.3018 2.6882 0.7777  C26 1.086
38 H -1.3058 4.1102 4.3277  C28 1.076
39 H 1.2811 4.4514 5.1717  C29 1.077
40 H 1.3146 2.5245 1.4153  C31 1.077
41 H 3.4960 2.9992 4.3644  C32 1.087
42 H 3.5678 4.3614 3.2005  C32 1.087
43 H 3.5301 2.6676 2.6560  C32 1.087
44 C -7.3475 -2.6115 2.5635  C45 1.528, H52 1.088, H53 1.097, H54 1.086
45 C -6.6021 -3.2214 1.3773  C44 1.528, N46 1.473, H55 1.091, H56 1.085
46 N -5.2430 -2.6712 1.2361  C45 1.473, C47 1.373, C50 1.327
47 C -4.8275 -1.6336 0.4379  N46 1.373, C48 1.357, H57 1.076
48 C -3.5289 -1.3836 0.7403  C47 1.357, N49 1.377, H58 1.078
49 N -3.1428 -2.3461 1.6464  C48 1.377, C50 1.330, C51 1.454
50 C -4.1879 -3.1292 1.8975  N46 1.327, N49 1.330, H59 1.078
51 C -1.8641 -2.4117 2.3362  N49 1.454, H60 1.092, H61 1.085, H62 1.088
52 H -6.8479 -2.7005 3.5263  C44 1.088
53 H -8.2300 -3.2476 2.7059  C44 1.097
54 H -7.7820 -1.6457 2.3235  C44 1.086
55 H -7.1862 -2.8834 0.5204  C45 1.091
56 H -6.6018 -4.3061 1.3383  C45 1.085
57 H -5.4999 -1.1731 -0.2647  C47 1.076
58 H -2.7855 -0.7350 0.3047  C48 1.078
59 H -4.1992 -3.9055 2.6459  C50 1.078
60 H -1.1406 -2.8370 1.6375  C51 1.092
61 H -1.8712 -3.0190 3.2352  C51 1.085
62 H -1.4475 -1.4351 2.5738  C51 1.088
63 C 1.0729 3.4337 -3.7180  C64 1.524, H71 1.087, H72 1.089, H73 1.091
64 C 0.5451 2.9045 -2.3894  C63 1.524, N65 1.467, H74 1.090, H75 1.091
65 N -0.8030 3.4022 -2.0969  C64 1.467, C66 1.378, C69 1.323
66 C -1.1035 4.7409 -1.9685  N65 1.378, C67 1.347, H76 1.075
67 C -2.3645 4.8012 -1.5001  C66 1.347, N68 1.378, H77 1.078
68 N -2.8371 3.5127 -1.3729  C67 1.378, C69 1.332, C70 1.460
69 C -1.8640 2.6888 -1.7578  N65 1.323, N68 1.332, H78 1.077
70 C -4.2060 3.2059 -0.9686  N68 1.460, H79 1.085, H80 1.091, H81 1.087
71 H 0.5102 2.9789 -4.5296  C63 1.087
72 H 2.1427 3.2606 -3.8230  C63 1.089
73 H 0.9930 4.5204 -3.7765  C63 1.091
74 H 1.1685 3.1144 -1.5203  C64 1.090
75 H 0.5237 1.8155 -2.4591  C64 1.091
76 H -0.4102 5.5441 -2.1436  C66 1.075
77 H -2.9055 5.6554 -1.1276  C67 1.078
78 H -1.8874 1.6128 -1.7974  C69 1.077
79 H -4.8628 4.0040 -1.2977  C70 1.085
80 H -4.2764 3.1283 0.1172  C70 1.091
81 H -4.5124 2.2428 -1.3685  C70 1.087
82 C 2.3571 -4.2436 -1.4651  C83 1.512, H90 1.089, H91 1.099, H92 1.089
83 C 1.5341 -2.9756 -1.4977  C82 1.512, N84 1.483, H93 1.085, H94 1.089
84 N 1.4081 -2.5045 -2.8983  C83 1.483, C85 1.400, C88 1.314
85 C 2.4329 -1.9077 -3.6421  N84 1.400, C86 1.344, H95 1.075
86 C 1.8740 -1.4950 -4.7921  C85 1.344, N87 1.380, H96 1.078
87 N 0.5170 -1.7381 -4.7324  C86 1.380, C88 1.330, C89 1.449
88 C 0.2856 -2.3037 -3.5508  N84 1.314, N87 1.330, H97 1.078
89 C -0.4851 -1.2569 -5.6622  N87 1.449, H98 1.090, H99 1.088, H100 1.088
90 H 2.3349 -4.7128 -0.4822  C82 1.089
91 H 3.4102 -4.0020 -1.6637  C82 1.099
92 H 2.1620 -5.0053 -2.2190  C82 1.089
93 H 1.9203 -2.1412 -0.9218  C83 1.085
94 H 0.5164 -3.1971 -1.1785  C83 1.089
95 H 3.4171 -1.8332 -3.2165  C85 1.075
96 H 2.3152 -0.9863 -5.6334  C86 1.078
97 H -0.6927 -2.5183 -3.1515  C88 1.078
98 H -0.6903 -0.1963 -5.5167  C89 1.090
99 H -1.4135 -1.8088 -5.5330  C89 1.088
100 H -0.1852 -1.3862 -6.6996  C89 1.088